No. 1
Below is an isolated molecule of C20H13F2N7 at a distorted geometry, with properties calculated with ωB97M-V with the def2-TZVPD basis set.

Output
Electronic energy ... -1352.88265 a.u.
SMILES string ... Fc1ccc(CNc2ncc3cc(-c4[nH]cnc5nncc4-5)ccc3n2)cc1F
LUMO energy ... -0.8 eV
HOMO-LUMO gap ... 7.9 eV
HOMO ... -8.73 eV
Energy above the lowest of the compared OMol25 structures with the same formula, charge and spin ... 34.87 kcal per mole

```
42
Properties=species:S:1:pos:R:3:mulliken_charge:R:1
H 2.00246 0.73305 2.08037 0.765
F -4.20351 2.21220 -2.94270 -0.303
N 1.47920 -0.40265 -3.80472 -0.144
N 0.15107 -0.60155 6.63466 -0.583
C 1.55059 -0.51124 -2.48506 0.417
H 2.11820 0.32720 -4.09502 0.307
N 1.52388 1.38222 6.47921 -0.592
C -0.35149 -1.66556 0.24535 -0.623
C -2.04445 2.28742 -4.01199 -0.590
H 0.63276 -0.34229 -5.70007 0.538
H -0.71282 -2.53009 6.37727 0.358
H -1.27461 -2.02967 2.02191 0.353
C 0.78177 0.44089 6.01638 0.292
H -0.73354 -2.27195 3.96624 0.239
C -0.88778 1.58434 -4.43157 -0.544
C -0.48220 -1.56541 5.92375 -0.114
C -1.83218 -0.50128 -3.72337 -0.207
C -0.79364 0.17757 -4.20720 0.731
C 1.51376 -0.18422 0.17516 0.698
C 0.38140 -0.59116 -4.66688 -1.493
H -1.74431 -1.62963 -3.54945 0.171
N -0.51518 -1.41559 4.53978 -0.078
C 1.40415 0.06060 1.57789 -0.963
C -3.04088 1.57441 -3.37483 0.391
H 0.03156 1.95719 -4.87166 0.394
C 0.17432 -0.39917 3.84210 0.090
C -2.94118 0.16078 -3.23247 0.329
N 0.68059 -1.21307 -1.83545 -0.564
H -1.03526 -2.35198 -0.29905 0.412
H 0.15990 -1.62750 -4.57767 0.419
C 0.62207 -1.02420 -0.47974 0.003
C 2.44724 0.46130 -0.56969 -0.377
C 0.70229 0.69589 4.56333 1.049
C -0.42919 -1.51703 1.61161 -0.946
N 2.51138 0.30128 -1.88372 -0.657
H 1.46835 2.40301 3.42649 0.516
F -3.98868 -0.53905 -2.64496 -0.327
H -2.16473 3.34251 -4.13895 0.439
C 1.37452 1.88739 4.39793 -0.681
C 0.41575 -0.62044 2.32489 0.941
N 2.00313 2.24438 5.47571 -0.458
H 3.04529 1.30111 -0.15380 0.390
```

---

No. 2
Below is a 2-piece molecular cluster, C4H12N2 overall at a distorted geometry, with properties calculated with ωB97M-V with the def2-TZVPD basis set.

Output
Electronic energy ... -268.70862 a.u.
LUMO energy (spin up / spin down) ... -4.9 / -9.0 eV
2S+1 ... 2
HOMO-LUMO gap (spin up / spin down) ... 7.1 / 3.0 eV
HOMO (spin up / spin down) ... -11.98 / -11.98 eV
Energy above the lowest of the compared OMol25 structures with the same formula, charge and spin ... 57.88 kcal per mole
Charge ... +1

```
18
Properties=species:S:1:pos:R:3:mulliken_charge:R:1
H -0.48493 2.92178 -1.81424 0.294
H 3.38973 1.95094 -2.70808 0.298
H 0.61192 3.97359 -2.77264 0.317
H 2.71355 2.83282 -3.68014 0.268
H 0.27547 -1.64097 2.24932 0.275
C 1.42854 2.10248 -2.29166 0.239
C -1.81950 -1.80656 3.03019 -0.945
C 0.51450 3.09556 -2.22072 -0.556
N 2.55141 2.06553 -3.15177 -0.268
H -2.14863 -0.79559 2.66880 0.248
H -0.35709 -3.24938 2.30758 0.255
H -0.29534 -2.37855 -0.00240 0.211
H 1.35084 1.26137 -1.62572 0.406
C -0.62464 -2.23320 2.04500 -0.342
H -2.68699 -2.38256 2.93560 0.341
H -1.65479 -1.70913 0.31279 0.218
H -1.63876 -1.51150 4.12999 0.314
N -1.12529 -2.49665 0.58811 -0.573
```

---

No. 3
Below is an isolated ion of composition C3H6O3P and charge -1 at a distorted geometry, with properties calculated with ωB97M-V with the def2-TZVPD basis set.

Output
Electronic energy ... -685.09190 a.u.
SMILES string ... CC1(C)O[P@]1(=O)[O-]
LUMO energy ... 3.9 eV
HOMO-LUMO gap ... 8.7 eV
HOMO ... -4.73 eV
Energy above the lowest of the compared OMol25 structures with the same formula, charge and spin ... 11.77 kcal per mole
Charge ... -1

```
13
Properties=species:S:1:pos:R:3:mulliken_charge:R:1
O -0.99427 1.09198 1.44359 -0.503
H -0.57267 -1.76778 1.27195 0.368
C -0.84495 0.13774 0.20464 0.889
H 0.84290 0.79673 -0.94726 0.350
H -0.60292 0.50894 -1.94902 0.265
H 0.15382 -1.73647 -0.27136 0.349
O -3.43250 0.03427 1.35756 -0.790
C -0.08478 -1.11019 0.57457 -1.507
H 0.86016 -0.95488 0.97419 0.369
P -2.41252 0.84647 0.63317 0.867
H -0.70257 1.89242 -0.86217 0.409
O -2.84674 1.98340 -0.20338 -0.747
C -0.23213 0.91836 -1.00116 -1.318
```

---

No. 4
Below is an isolated molecule of C2H6N4O at a distorted geometry, with properties calculated with ωB97M-V with the def2-TZVPD basis set.

Output
Electronic energy ... -373.85530 a.u.
SMILES string ... [H]/N=C(/NN)ON=C
LUMO energy ... 0.1 eV
HOMO-LUMO gap ... 9.5 eV
HOMO ... -9.34 eV
Energy above the lowest of the compared OMol25 structures with the same formula, charge and spin ... 160.06 kcal per mole

```
13
Properties=species:S:1:pos:R:3:mulliken_charge:R:1
H -0.38256 2.88139 -0.49182 0.232
O 0.10137 0.58784 0.26946 -0.175
N 1.12502 1.19018 -0.43512 -0.428
H 1.78415 -0.94852 -1.36871 0.316
N 0.99797 -1.42425 -0.77782 -0.445
N -1.61427 -0.71121 1.50246 -0.681
C 0.12974 -0.75935 -0.35792 0.455
C 0.54934 2.33198 -0.88346 -0.290
H -0.75477 -2.32069 0.83789 0.296
H 1.20110 2.96094 -1.36211 0.333
N -1.02915 -1.46011 0.38830 -0.240
H -0.78087 0.04469 1.82962 0.340
H -2.30946 0.08143 1.10285 0.287
```

---

No. 5
Below is C26H20CrN2O5P as an isolated structure, with properties calculated with ωB97M-V with the def2-TZVPD basis set.

Output
Electronic energy ... -2873.91010 a.u.
LUMO energy (spin up / spin down) ... -7.0 / -6.8 eV
2S+1 ... 4
HOMO-LUMO gap (spin up / spin down) ... 7.8 / 8.0 eV
HOMO (spin up / spin down) ... -14.78 / -14.78 eV
Energy above the lowest of the compared OMol25 structures with the same formula, charge and spin ... 0.00 kcal per mole
Charge ... +2

```
55
Properties=species:S:1:pos:R:3:mulliken_charge:R:1
H 2.00199 -4.20665 0.09096 0.449
C -1.51434 4.53688 0.15337 0.160
C -0.72195 -1.10656 -3.70347 -0.896
H -2.16905 -4.02591 -2.77611 0.459
H 5.38676 -0.55049 -0.24240 0.488
O -3.35261 0.29872 -0.55434 -0.565
C -1.47670 -2.26903 -3.79431 -0.591
C 5.03215 -2.67459 -0.13477 -0.605
H 3.23388 1.16943 -0.21861 0.516
H -1.98571 -2.51264 -4.71656 0.438
H -1.26453 -4.17071 3.43589 0.449
O -1.19920 0.78663 -0.15287 0.327
C -1.58040 -3.12194 -2.70636 -0.883
P 0.72974 -1.28348 0.05582 0.064
C -0.20438 -0.55992 2.56885 -0.252
H 6.07943 -2.93599 -0.18920 0.436
C 2.66486 0.25069 -0.11790 -0.289
H -1.04566 -3.48804 -0.68029 0.197
C -1.12724 -2.14231 4.12277 -0.554
H -0.63367 -0.44542 -4.55437 0.458
C 2.33544 -2.07525 0.01060 0.823
C -2.47161 1.08548 -0.37016 0.223
H 4.40735 -4.71546 -0.02842 0.457
O 0.68401 3.96946 0.74787 -0.510
C -0.97029 -3.15943 3.19267 -0.920
H -1.54650 -2.36371 5.09449 0.421
H 0.52302 0.11668 -2.47310 0.455
C 2.71894 -3.39953 0.02929 -0.553
Cr 0.16068 2.13353 -0.20841 0.512
C -0.18959 -1.64450 -1.42623 1.172
C 3.29384 -1.05144 -0.08877 0.304
H -0.28667 -3.69968 1.25343 0.124
C 4.65058 -1.33883 -0.16350 -0.990
C -2.69514 2.57931 -0.29895 0.472
C -0.14318 4.87621 0.60481 0.675
C -0.93503 -2.81715 -1.52004 -0.152
H -4.81967 2.74304 -0.53770 0.538
C -2.65896 5.30824 0.11526 -0.555
C -3.89716 3.27802 -0.36119 -0.722
H 2.06154 3.17682 -1.50827 0.211
H 1.00784 6.25271 1.19057 0.419
H -0.84700 -0.05753 4.54450 0.447
N -1.56179 3.22593 -0.08725 0.087
H -2.62805 6.36893 0.31882 0.552
H -4.77772 5.22418 -0.21769 0.486
H 0.09589 0.45450 2.34069 0.366
O 0.09961 6.12173 0.86511 -0.370
C -0.42583 -2.88414 1.95100 -0.199
C 4.08267 -3.68378 -0.04180 -0.710
C -0.73714 -0.84663 3.81376 -0.856
N 1.36875 0.30734 -0.03573 0.316
C -3.86078 4.65235 -0.17395 -0.280
C -0.07472 -0.78721 -2.52253 -0.478
O 1.23993 2.67832 -1.52341 -0.634
C -0.05667 -1.57722 1.62812 1.067
```

---

No. 6
Below is C10H3AlCl5N3O8 as an isolated structure at a distorted geometry, with properties calculated with ωB97M-V with the def2-TZVPD basis set.

Output
Electronic energy ... -3692.43685 a.u.
LUMO energy ... 4.4 eV
HOMO-LUMO gap ... 6.4 eV
HOMO ... -2.08 eV
Energy above the lowest of the compared OMol25 structures with the same formula, charge and spin ... 13.32 kcal per mole
Charge ... -2

```
30
Properties=species:S:1:pos:R:3:mulliken_charge:R:1
H -2.76575 -1.39895 1.05830 0.259
O -0.40146 1.74001 0.16151 -0.651
Cl -1.62926 3.63950 2.15949 -0.241
O 0.30271 0.12679 -4.02981 -0.671
C -0.16640 2.72552 2.33245 0.014
Cl -0.04773 1.09347 -3.04226 1.903
O -0.53146 2.27777 -3.67124 -0.716
H -2.02551 -2.60035 -0.01081 0.238
C 1.38279 1.05924 1.47029 0.462
Cl 2.70670 2.21261 5.08766 -0.256
N 0.92532 -2.31110 -2.18897 -0.479
O 0.97430 -1.19897 -1.57835 0.134
C -1.80626 -1.85038 0.76441 -0.817
C 0.21385 1.87926 1.30181 0.125
C 0.59060 2.82145 3.51461 0.186
C -0.19717 -2.82780 -2.60801 1.084
Cl 3.56124 0.22510 2.80547 -0.244
C -0.11408 -4.09074 -3.27617 -0.066
N -0.13654 -5.11261 -3.80764 -0.572
H -1.40308 -2.38168 1.64008 0.269
C 1.74289 2.07073 3.65511 0.263
Cl 0.08296 3.87968 4.78891 -0.255
O 1.64217 0.24676 0.48201 -0.666
O -0.92376 -0.89911 0.32556 -0.404
C 2.13027 1.18779 2.62987 0.088
N -2.68930 -2.17589 -2.50788 -0.584
Al 0.13172 0.09670 -0.57856 0.515
C -1.55703 -2.37890 -2.50815 0.135
O 1.08467 1.39599 -2.20283 -0.605
O -1.07739 0.54809 -2.16688 -0.448
```

---

Look up the energy above the lowest of the compared OMol25 structures with the same formula, charge and spin of the fourth one.
160.06 kcal per mole